49
Properties=species:S:1:pos:R:3 method="wB97M-V/def2-TZVPD" molar_mass_g_mol=483.1 charge=+3 total_energy_ev=-54988.704 orbital_gap_ev=2.416 relative_energy_kcal_mol=0.00 lumo_energy_ha=-0.6076
In 0.38504 -1.81348 -0.29929
C -4.43814 0.35596 -1.52590
O -3.95121 0.89297 -0.26163
P -3.36508 -0.04340 0.82191
O -2.08344 -0.72458 0.47263
O -4.52578 -1.07894 1.09283
C -4.36514 -2.24153 1.91722
O -3.27504 0.84861 2.09780
C -4.42335 1.65501 2.50950
H -5.52303 0.37865 -1.48773
H -4.13569 -0.67877 -1.69628
H -4.06395 0.95973 -2.34466
H -4.59152 -3.12064 1.31076
H -5.12834 -2.18514 2.70016
H -3.37345 -2.32227 2.35520
H -4.40726 2.59419 1.96132
H -4.34545 1.85360 3.57455
H -5.36568 1.13306 2.35816
C 0.64202 -0.11564 -5.10669
O 2.01996 -0.55606 -4.98426
P 2.73033 -0.61609 -3.60181
O 1.84588 -0.69768 -2.41426
O 3.66162 0.65794 -3.63088
C 4.40871 1.08871 -2.47651
O 3.69555 -1.83289 -3.74538
C 4.66082 -1.95565 -4.82726
H 0.34589 0.49030 -4.24997
H 0.01959 -1.00359 -5.18901
H 0.57879 0.53511 -5.97502
H 4.88652 2.02913 -2.73595
H 5.14722 0.34061 -2.18513
H 3.72313 1.34083 -1.65931
H 5.66627 -1.89030 -4.40950
H 4.55232 -1.16010 -5.56403
H 4.46757 -2.91254 -5.30620
O 0.33463 0.17371 1.82402
C 0.46149 1.00766 2.72728
O 1.29509 0.91534 3.71133
C 2.09787 -0.28102 3.92336
C 2.65336 -0.22989 5.31996
C -0.29958 2.32419 2.70506
H 2.93201 -0.32587 3.21960
H 1.46589 -1.15700 3.75844
H 3.40515 0.55072 5.44431
H 3.00768 -1.19744 5.66644
H 1.87916 0.11391 6.01390
H 0.11621 2.89013 1.87177
H -0.04867 2.80503 3.65440
H -1.37597 2.20542 2.66473



47
Properties=species:S:1:pos:R:3 method="wB97M-V/def2-TZVPD" molar_mass_g_mol=436.0 charge=-1 total_energy_ev=-43222.807 orbital_gap_ev=3.863 relative_energy_kcal_mol=11.94 lumo_energy_ha=0.0585
Sn -26.68148 5.34270 10.00594
P -24.37715 5.29232 12.47227
O -25.27156 4.07975 11.96707
O -25.23646 6.57103 12.14743
O -23.03308 5.31077 11.75183
O -24.07717 5.03058 13.97046
C -26.17992 8.95567 8.46012
O -27.21061 8.25066 9.14086
C -28.01153 8.90361 10.11526
C -27.49418 8.85213 11.53961
N -27.55943 7.45971 12.02352
C -27.92424 7.33935 13.44875
C -28.01360 5.85260 13.80551
O -29.23779 5.28082 13.36552
C -30.23987 5.20791 14.36692
H -25.65265 8.18930 7.89544
H -25.44151 9.34146 9.16874
H -26.51393 9.79831 7.85210
H -28.98582 8.41292 10.05047
H -28.24601 9.93962 9.84094
H -28.16117 9.47893 12.13176
H -26.41622 9.04189 11.52606
H -26.62123 7.02863 12.07862
H -28.79890 7.92752 13.73412
H -27.05344 7.71783 14.00106
H -27.89488 5.74312 14.89102
H -27.14968 5.26890 13.47785
H -30.53599 6.18662 14.74875
H -29.93782 4.51613 15.15796
H -31.09630 4.71392 13.90530
C -25.39115 5.07073 5.00488
C -26.04757 5.29386 6.37987
C -27.55670 5.38031 6.23171
O -28.04067 6.01721 7.41697
C -29.37826 6.39318 7.25497
N -25.65348 4.19973 7.30962
H -25.57650 5.94841 4.38441
H -25.86896 4.23132 4.48915
H -24.34848 4.76161 5.06341
H -25.63412 6.20468 6.81304
H -28.00765 4.38758 6.17039
H -27.69590 6.04101 5.37193
H -29.57790 7.17334 6.51410
H -29.62754 6.92060 8.18203
H -30.11697 5.58825 7.20634
H -26.21593 3.35807 7.32057
H -24.72970 3.93222 6.99290



45
Properties=species:S:1:pos:R:3 method="wB97M-V/def2-TZVPD" molar_mass_g_mol=297.3 charge=-1 total_energy_ev=-34227.738 orbital_gap_ev=4.977 lumo_energy_ha=0.0519
C -1.67105 -1.06665 2.56185
C -2.71600 -0.29429 1.65796
O -3.78975 0.05322 2.52388
N -4.80771 0.69888 1.82238
C -6.04200 -0.15581 1.85765
C -5.70260 -1.68269 1.65356
O -5.69563 -2.48412 2.59908
O -5.39955 -2.05836 0.46515
H -2.29331 -1.58836 3.33197
H -1.05474 -0.28542 3.06284
H -1.06388 -1.79148 1.98436
H -2.18552 0.58528 1.21815
H -3.05705 -0.98726 0.84649
H -5.04681 1.50625 2.40566
H -6.73314 0.12744 1.02618
H -6.51507 0.02465 2.85983
O 1.45080 -0.45298 0.90924
P 2.39490 0.00224 -0.19716
N 1.73907 1.59270 -0.34686
C 0.48624 1.89366 -1.01409
C 1.84175 2.37177 0.88384
N 1.83690 -1.13328 -1.36150
C 0.98592 -0.83416 -2.48979
C 1.54096 -2.47071 -0.85023
N 3.62784 0.44534 -1.35659
C 3.95062 1.77532 -1.84475
C 4.55243 -0.57955 -1.82474
H 0.26637 2.96340 -0.95904
H -0.36045 1.34656 -0.58352
H 0.54760 1.69109 -2.08296
H 2.83702 2.25119 1.32816
H 1.09722 2.06511 1.62736
H 1.71537 3.43863 0.68148
H -0.03617 -0.58999 -2.18052
H 0.92596 -1.68943 -3.16991
H 1.39773 -0.01965 -3.09154
H 0.53695 -2.52825 -0.41526
H 2.26127 -2.75822 -0.08330
H 1.61829 -3.21584 -1.64733
H 3.20953 2.11072 -2.57432
H 4.92326 1.79707 -2.34644
H 4.01762 2.50398 -1.03749
H 4.34558 -0.83027 -2.87034
H 4.46844 -1.49246 -1.23646
H 5.59483 -0.25532 -1.74295



37
Properties=species:S:1:pos:R:3 method="wB97M-V/def2-TZVPD" molar_mass_g_mol=239.2 charge=-1 total_energy_ev=-12335.828 orbital_gap_ev=7.738 relative_energy_kcal_mol=0.00 lumo_energy_ha=0.1116
C -2.54410 0.95972 -1.30124
C -1.39308 1.18749 -2.27971
C -0.00892 0.76853 -1.75252
C 0.43777 -0.64892 -2.15081
C -0.56971 -1.77946 -1.98506
C -0.81673 -2.30896 -0.55657
C 0.40164 -2.31245 0.38208
C 0.41846 -1.10545 1.33676
C 1.82903 -0.62006 1.71281
C 2.06340 0.89711 1.62254
Nb 0.60341 2.22585 2.75927
H -2.78641 1.86854 -0.76496
H -3.42235 0.60466 -1.83781
H -2.30697 0.21145 -0.55421
H -1.55870 0.66341 -3.21787
H -1.33103 2.24816 -2.50041
H 0.05700 0.94764 -0.68342
H 0.70545 1.45601 -2.20359
H 0.69223 -0.59684 -3.21073
H 1.36658 -0.87734 -1.63507
H -1.52688 -1.49511 -2.41271
H -0.21951 -2.62924 -2.57007
H -1.14877 -3.34099 -0.65892
H -1.62662 -1.78752 -0.05675
H 1.33628 -2.39938 -0.16308
H 0.32278 -3.21361 0.98931
H -0.10412 -1.36289 2.25187
H -0.16253 -0.30424 0.89272
H 2.52973 -1.10988 1.03148
H 2.07635 -0.98694 2.70661
H 3.04688 1.10984 2.05235
H 2.13526 1.19440 0.57804
H 1.28396 3.61037 1.74287
H 1.70176 2.68027 4.16483
H -0.21999 0.85005 3.67117
H -0.58078 1.94363 1.36642
H -0.68078 3.45215 3.23438